Entry from OMol25: a cluster of 4 separate species, C4H13NO3 in total at a distorted geometry (ωB97M-V with the def2-TZVPD basis set).

HOMO level ... -0.3333 Ha
LUMO level ... 0.629 eV

Positions of all 21 atoms, in Å:
C: 2.52 -1.07 0.84
N: 1.62 -1.12 -0.03
C: 0.23 -1.06 0.35
C: -0.26 -0.38 1.42
C: -1.68 -0.68 1.88
H: 2.36 -1.24 1.92
H: 3.62 -0.90 0.54
H: -0.41 -1.81 -0.18
H: 0.24 0.20 2.17
H: -1.66 -1.43 2.73
H: -2.33 -0.95 0.97
H: -2.33 0.16 2.22
O: 0.45 2.20 -1.25
H: 0.60 1.87 -2.07
H: -0.24 1.73 -0.90
O: 1.27 0.35 -2.92
H: 1.31 0.65 -1.96
H: 2.17 0.26 -3.19
O: -2.62 1.07 -0.50
H: -1.97 0.48 -0.73
H: -2.91 1.66 -1.30

=====

Entry from OMol25: a cluster of 2 separate species, C4H15N2O2 in total at a distorted geometry (ωB97M-V with the def2-TZVPD basis set).

Total charge ... +1
HOMO level ... -0.4919 Ha
LUMO level ... -2.926 eV

Positions of all 23 atoms, in Å:
N: -1.42 0.15 -0.31
C: 0.04 -0.14 0.01
C: 0.82 1.20 0.18
C: 2.35 0.97 0.43
O: 2.58 -0.31 0.94
C: 0.51 -1.16 -1.11
N: -0.56 -1.96 -1.65
H: -2.01 -0.32 0.38
H: -1.58 1.16 -0.20
H: -1.73 -0.08 -1.25
H: 0.25 -0.68 0.91
H: 0.73 1.84 -0.74
H: 0.50 1.54 1.15
H: 3.08 1.13 -0.41
H: 2.72 1.76 1.11
H: 2.86 -0.34 1.86
H: 1.26 -1.71 -0.52
H: 1.09 -0.57 -1.83
H: -0.45 -2.92 -1.37
H: -0.76 -2.02 -2.64
H: -2.94 1.17 2.18
H: -4.07 0.43 1.55
O: -3.24 0.87 1.31

=====

Entry from OMol25: a structure of composition C27H59B2CrF8NO19 at a distorted geometry (ωB97M-V with the def2-TZVPD basis set).

Multiplicity ... 5
HOMO level (alpha / beta) ... -0.2883 / -0.2977 Ha
LUMO level (alpha / beta) ... 0.316 / 0.316 eV

Positions of all 117 atoms, in Å:
Cr: 1.03 -7.36 -7.84
N: -2.91 -8.71 -6.70
H: -2.03 -8.22 -6.48
H: -3.13 -9.40 -6.00
H: -2.73 -9.19 -7.58
H: -3.74 -8.13 -6.84
C: 0.37 -5.81 -4.29
C: -0.76 -6.47 -5.03
C: -1.78 -5.41 -5.45
O: -0.38 -7.19 -6.15
H: 0.59 -4.94 -4.91
H: 1.21 -6.49 -4.14
H: 0.01 -5.42 -3.34
H: -1.26 -7.23 -4.42
H: -2.10 -4.80 -4.60
H: -2.71 -5.90 -5.77
H: -1.47 -4.78 -6.28
B: -1.11 -7.66 -9.42
F: -0.85 -7.76 -10.75
F: -0.50 -6.51 -9.06
F: -2.45 -7.64 -9.16
F: -0.45 -8.71 -8.76
B: 3.04 -9.02 -7.23
F: 3.74 -9.76 -8.16
F: 3.18 -7.63 -7.48
F: 1.63 -9.27 -7.32
F: 3.44 -9.32 -5.97
C: -2.47 -4.36 -11.34
C: -2.52 -4.59 -12.86
O: -1.17 -4.84 -13.30
C: -1.00 -5.54 -14.43
O: -1.88 -5.99 -15.14
O: 0.32 -5.60 -14.67
C: 0.87 -6.13 -15.84
H: -3.47 -4.26 -10.92
H: -1.75 -3.64 -10.96
H: -2.20 -5.33 -10.92
H: -2.78 -3.68 -13.40
H: -3.26 -5.38 -12.93
H: 1.94 -5.95 -15.92
H: 0.51 -5.55 -16.70
H: 0.83 -7.20 -16.01
C: -2.72 -8.69 -17.86
C: -2.79 -9.96 -17.03
O: -1.88 -9.89 -15.99
C: -2.09 -10.56 -14.81
O: -3.03 -11.32 -14.64
O: -1.03 -10.47 -14.01
C: -0.32 -9.24 -13.85
H: -2.99 -8.95 -18.89
H: -1.72 -8.26 -17.83
H: -3.36 -7.98 -17.34
H: -2.45 -10.84 -17.59
H: -3.83 -10.13 -16.75
H: 0.71 -9.53 -14.11
H: -0.26 -8.90 -12.82
H: -0.70 -8.50 -14.55
C: -8.23 -9.26 -6.24
C: -7.55 -7.92 -6.05
O: -7.34 -7.28 -7.31
C: -6.17 -7.14 -7.85
O: -5.11 -7.46 -7.35
O: -6.37 -6.46 -8.95
C: -5.35 -6.55 -9.93
H: -9.29 -9.18 -6.51
H: -8.16 -9.92 -5.38
H: -7.87 -9.86 -7.08
H: -6.63 -8.00 -5.47
H: -8.22 -7.35 -5.40
H: -5.47 -6.08 -10.90
H: -4.86 -7.52 -9.86
H: -4.51 -6.08 -9.41
C: 2.50 -10.29 -11.81
C: 3.33 -9.27 -11.10
O: 3.09 -7.97 -11.59
C: 2.37 -7.09 -10.95
O: 2.04 -7.06 -9.77
O: 1.96 -6.12 -11.85
C: 1.33 -4.99 -11.39
H: 1.46 -10.03 -11.60
H: 2.78 -11.22 -11.30
H: 2.63 -10.25 -12.89
H: 4.41 -9.42 -11.15
H: 3.01 -9.39 -10.07
H: 1.28 -4.22 -12.16
H: 1.87 -4.52 -10.57
H: 0.31 -5.17 -11.04
C: -0.39 -12.78 -8.48
C: -1.16 -11.56 -8.89
O: -2.24 -11.99 -9.68
C: -3.35 -11.19 -9.77
O: -3.63 -10.22 -9.10
O: -4.23 -11.79 -10.57
C: -3.86 -12.29 -11.85
H: 0.67 -12.50 -8.49
H: -0.49 -13.71 -9.05
H: -0.62 -13.08 -7.46
H: -0.56 -10.87 -9.48
H: -1.43 -10.99 -8.00
H: -2.94 -11.85 -12.24
H: -4.54 -11.96 -12.64
H: -3.77 -13.37 -11.90
C: -0.62 -2.08 -9.03
C: -0.05 -3.36 -8.50
O: 1.32 -3.16 -8.17
C: 2.14 -4.14 -7.92
O: 1.85 -5.30 -7.62
O: 3.35 -3.61 -8.08
C: 4.44 -4.57 -8.07
H: -1.62 -1.83 -8.69
H: -0.56 -1.95 -10.11
H: -0.02 -1.20 -8.74
H: -0.31 -4.24 -9.09
H: -0.61 -3.43 -7.56
H: 4.28 -5.41 -7.40
H: 5.27 -4.00 -7.65
H: 4.83 -4.98 -9.00